15
Properties=species:S:1:pos:R:3:mulliken_charge:R:1 method="wB97M-V/def2-TZVPD" lumo_energy_ev=-0.29 total_energy_ha=-399.8888 homo_lumo_gap_ev=9.92 relative_energy_ev=2.089 homo_energy_ev=-10.210
C -1.35 -0.33 -1.43 -0.05
C 0.89 0.95 -2.33 0.11
C -0.63 0.93 0.54 -1.33
C 0.16 -1.44 0.25 -1.51
C -0.40 -0.18 -0.38 1.49
N -2.06 -0.77 -2.21 -0.44
O -0.14 1.38 -2.70 -0.46
O 1.17 0.29 -1.27 -0.41
H 1.79 0.94 -3.00 0.37
H -1.44 0.81 1.37 0.32
H 0.27 1.16 1.05 0.39
H -0.96 1.76 -0.04 0.37
H -0.52 -1.71 1.08 0.39
H 1.10 -1.23 0.74 0.38
H 0.04 -2.29 -0.42 0.36

=====

32
Properties=species:S:1:pos:R:3:mulliken_charge:R:1 method="wB97M-V/def2-TZVPD" s_squared=0.768 lumo_energy_ev="-0.32 / -3.10" multiplicity=2 total_energy_ha=-3358.8512 homo_lumo_gap_ev="7.83 / 5.09" relative_energy_ev=0.591 homo_energy_ev="-8.151 / -8.188"
Sc -0.63 -0.25 0.37 0.26
S -0.87 2.16 -0.34 -0.22
C 0.46 2.38 -1.38 0.92
C 0.50 3.59 -2.12 -0.69
C 1.57 3.89 -2.92 -0.48
C 2.66 2.99 -3.02 -0.48
C 2.65 1.81 -2.36 -0.72
C 1.54 1.44 -1.54 0.79
S 1.59 -0.11 -0.84 -0.23
H -0.33 4.28 -2.03 0.41
H 1.58 4.81 -3.48 0.37
H 3.51 3.24 -3.64 0.37
H 3.47 1.11 -2.44 0.41
F -1.58 0.01 2.21 -0.41
P -0.24 -0.53 3.15 1.40
F -0.49 0.58 4.20 -0.30
F 1.06 -1.10 3.76 -0.31
F -0.07 -1.64 1.79 -0.38
F 0.60 0.48 2.17 -0.30
F -1.18 -1.58 3.81 -0.31
S -2.34 -0.89 -1.30 -0.30
C -2.34 -2.66 -1.51 0.54
C -2.05 -3.55 -0.48 -0.18
C -2.07 -4.92 -0.70 -0.69
C -2.38 -5.42 -1.96 -0.42
C -2.68 -4.54 -2.99 -0.45
C -2.66 -3.17 -2.77 -0.53
H -1.83 -3.18 0.51 0.47
H -1.84 -5.60 0.11 0.36
H -2.40 -6.49 -2.13 0.37
H -2.93 -4.92 -3.97 0.34
H -2.88 -2.48 -3.58 0.38

=====

8
Properties=species:S:1:pos:R:3:mulliken_charge:R:1 method="wB97M-V/def2-TZVPD" lumo_energy_ev="-1.40 / -1.93" total_energy_ha=-1081.0246 homo_lumo_gap_ev="7.23 / 7.42" relative_energy_ev=3.475 homo_energy_ev="-8.628 / -9.347"
N -1.70 -0.07 -1.52 -0.47
P -0.57 -0.13 1.20 0.03
P -0.72 -0.98 -0.81 0.19
P 0.57 1.57 0.63 -0.07
H -0.79 -2.21 -0.32 0.08
H 0.61 -1.08 -1.24 0.08
H 0.78 1.96 1.91 0.07
H 1.82 0.93 0.14 0.09

=====

52
Properties=species:S:1:pos:R:3:mulliken_charge:R:1 method="wB97M-V/def2-TZVPD" lumo_energy_ev=-6.15 total_charge=+1 total_energy_ha=-1104.8781 homo_lumo_gap_ev=5.23 relative_energy_ev=5.733 homo_energy_ev=-11.381
Ag -0.75 1.90 0.23 0.95
C 0.56 -2.73 4.80 -1.29
C 1.05 -3.27 3.49 0.38
C 1.36 -4.79 3.43 -0.69
O 2.28 -5.08 4.47 -0.33
C 2.24 -6.45 4.82 -0.79
N 0.11 -2.91 2.45 -0.74
H 0.56 -1.64 4.85 0.31
H 1.03 -3.19 5.67 0.33
H -0.52 -2.87 4.87 0.32
H 1.99 -2.78 3.23 0.28
H 1.83 -5.09 2.50 0.33
H 0.44 -5.30 3.69 0.40
H 2.08 -7.09 3.95 0.33
H 1.49 -6.72 5.56 0.30
H 3.24 -6.73 5.14 0.28
H 0.46 -3.34 1.61 0.29
H -0.75 -3.40 2.63 0.29
C -2.23 3.39 -5.61 -1.31
C -1.56 2.60 -4.45 0.12
C -0.16 1.91 -4.80 -0.71
O 0.21 1.20 -3.66 -0.26
C 1.47 0.53 -3.80 -0.80
N -1.23 3.63 -3.48 -0.59
H -1.58 4.16 -6.01 0.35
H -3.13 3.93 -5.30 0.41
H -2.58 2.74 -6.41 0.34
H -2.13 1.79 -3.98 0.26
H 0.65 2.56 -5.14 0.38
H -0.30 1.17 -5.58 0.41
H 2.28 1.26 -3.74 0.33
H 1.54 -0.14 -4.65 0.30
H 1.69 -0.05 -2.90 0.26
H -0.53 4.23 -3.89 0.27
H -2.09 4.14 -3.29 0.27
C -6.05 0.30 0.39 -1.06
C -6.01 1.01 1.70 -0.13
O -5.05 1.96 1.62 -0.52
H -6.79 -0.50 0.47 0.33
H -5.08 -0.15 0.21 0.25
H -6.18 0.91 -0.51 0.31
H -5.56 0.32 2.41 0.24
H -7.05 1.26 1.94 0.28
H -4.91 2.53 2.38 0.30
C 4.99 3.20 0.13 0.68
O 3.92 3.14 0.67 -0.66
N 5.99 2.35 0.38 -0.38
N 5.26 3.89 -0.90 -0.35
H 5.99 1.76 1.20 0.20
H 6.75 2.30 -0.29 0.14
H 4.57 4.53 -1.24 0.21
H 6.17 3.67 -1.30 0.16

=====

12
Properties=species:S:1:pos:R:3:mulliken_charge:R:1 method="wB97M-V/def2-TZVPD" lumo_energy_ev=4.22 total_charge=-1 total_energy_ha=-323.1920 homo_lumo_gap_ev=8.02 relative_energy_ev=0.715 homo_energy_ev=-3.798
C -0.47 1.40 0.74 -0.85
N 0.60 0.40 0.64 -0.48
C 0.09 -0.92 0.19 -0.38
C 0.35 -1.19 -1.30 0.59
O 0.03 -2.34 -1.70 -0.76
O 0.84 -0.26 -1.98 -0.74
H -0.85 1.64 -0.28 0.31
H -0.05 2.18 1.38 0.30
H -1.38 0.99 1.18 0.29
H 1.25 0.70 -0.08 0.32
H -0.98 -0.94 0.38 0.16
H 0.55 -1.67 0.83 0.24

=====

17
Properties=species:S:1:pos:R:3:mulliken_charge:R:1 method="wB97M-V/def2-TZVPD" s_squared=0.753 lumo_energy_ev="1.24 / 1.09" multiplicity=2 total_energy_ha=-268.3917 homo_lumo_gap_ev="6.04 / 9.56" relative_energy_ev=1.467 homo_energy_ev="-4.808 / -8.472"
C 1.15 0.18 -2.11 -1.16
C 0.19 0.87 -1.19 -0.39
C 0.40 0.34 0.24 -0.40
N -0.86 -1.64 1.67 -0.40
C -1.04 -0.42 2.08 -0.42
N -0.82 0.52 1.14 -0.17
H 0.64 -0.60 -2.63 0.32
H 2.16 0.00 -1.73 0.35
H 1.25 1.02 -2.87 0.33
H 0.48 1.99 -1.25 0.22
H -0.85 0.89 -1.52 0.39
H 0.55 -0.73 0.10 0.19
H 1.21 0.88 0.73 0.18
H -1.31 -2.54 2.07 0.23
H 0.00 -1.91 1.25 0.15
H -1.74 -0.24 2.94 0.35
H -1.43 1.38 1.08 0.24